[1]
{
  "formula": "C14H12B2Br6O18V",
  "method": "ωB97M-V with the def2-TZVPD basis set",
  "elements": ["O", "V", "O", "O", "C", "O", "B", "O", "C", "O", "O", "C", "O", "C", "O", "O", "O", "C", "O", "B", "O", "C", "O", "O", "C", "O", "C", "O", "O", "Br", "C", "C", "Br", "H", "H", "H", "H", "Br", "C", "C", "Br", "H", "H", "H", "H", "Br", "C", "C", "Br", "H", "H", "H", "H"],
  "positions_angstrom": [[2.61365, -19.06333, 7.67086], [1.32068, -19.28400, 8.39463], [0.13990, -19.71795, 7.42755], [0.58424, -20.91087, 16.59371], [0.26589, -21.03822, 15.45381], [1.00231, -21.37771, 14.40485], [0.19080, -21.45820, 13.19675], [-1.17124, -21.04131, 13.65369], [-1.16486, -20.88434, 14.95684], [-2.06744, -20.67669, 15.71605], [0.07493, -22.80367, 12.61483], [0.45747, -22.79104, 11.37770], [0.53221, -23.69115, 10.59319], [0.77941, -21.30203, 10.98706], [0.69111, -20.62151, 12.05885], [1.14263, -20.93236, 9.87240], [-2.11878, -15.14744, 14.95348], [-1.33932, -15.32869, 14.06132], [-1.54895, -15.49357, 12.77935], [-0.26577, -15.78340, 12.11757], [0.73232, -15.90889, 13.20696], [0.13581, -15.60940, 14.35565], [0.65780, -15.66247, 15.42918], [0.09881, -14.72775, 11.16798], [0.58705, -15.20841, 10.07050], [1.10436, -14.63383, 9.16432], [0.28495, -16.74178, 10.10210], [-0.34172, -16.98445, 11.20427], [0.54009, -17.52895, 9.19944], [-5.10634, -17.65942, 13.42103], [-4.46385, -19.07424, 12.16296], [-4.31089, -18.41257, 10.79105], [-2.99279, -19.39621, 9.75120], [-5.26683, -19.80422, 12.13537], [-3.55709, -19.45514, 12.61952], [-3.87864, -17.42799, 10.93401], [-5.22786, -18.43080, 10.21448], [4.90246, -19.38587, 17.74065], [3.46967, -18.04510, 17.60567], [3.85743, -16.71955, 18.27939], [2.41812, -15.40952, 18.19757], [2.56782, -18.43722, 18.06525], [3.20511, -17.76983, 16.58608], [4.74599, -16.32105, 17.79730], [4.07029, -16.92969, 19.32543], [2.45419, -26.24188, 8.05339], [2.66379, -24.90000, 9.47027], [4.14138, -24.50165, 9.60656], [4.14853, -22.62807, 10.27771], [2.42374, -25.45957, 10.36941], [1.96683, -24.08849, 9.31120], [4.66566, -24.40539, 8.66165], [4.73543, -25.03678, 10.33765]],
  "multiplicity": 1,
  "e_above_lowest_ev": 0.7073,
  "orbital_gap_ev": 7.92,
  "charge": -1,
  "total_energy_ha": -18333.39710
}


[2]
{
  "formula": "C14H12B2Cl5F4N4O5Os",
  "method": "ωB97M-V with the def2-TZVPD basis set",
  "elements": ["Os", "C", "C", "N", "O", "B", "F", "F", "O", "N", "C", "C", "C", "N", "O", "B", "F", "F", "O", "N", "C", "C", "C", "H", "H", "H", "H", "H", "H", "H", "H", "H", "H", "H", "H", "Cl", "C", "C", "Cl", "C", "Cl", "C", "O", "C", "Cl", "C", "Cl"],
  "positions_angstrom": [[0.02837, 0.00659, -0.08497], [3.39760, 2.08140, -1.71604], [2.40301, 1.09816, -1.26617], [1.16722, 1.40484, -0.96716], [0.61486, 2.56259, -1.14488], [-0.91118, 2.44860, -1.51027], [-1.27732, 3.41436, -2.30130], [-0.99183, 1.12275, -2.06610], [-1.67039, 2.38506, -0.24697], [-1.52689, 1.29736, 0.51197], [-2.39987, 1.17409, 1.49905], [-3.42714, 2.21692, 1.72292], [-2.43824, -0.06339, 2.25979], [-1.35951, -0.84389, 2.33691], [-0.42220, -2.92859, 1.72890], [2.14582, -2.99407, 0.47442], [1.96194, -4.26645, 0.59064], [2.72865, -2.29061, 1.40487], [1.60912, -2.37187, -0.61801], [1.60975, -1.00109, -0.73826], [2.67318, -0.33915, -1.11954], [3.98730, -0.91849, -1.40471], [-3.69457, -0.50498, 2.89230], [2.97600, 3.08440, -1.67437], [3.72350, 1.87416, -2.74038], [4.30041, 2.04063, -1.10020], [-3.07530, 3.18493, 1.36300], [-3.70497, 2.30367, 2.77098], [-4.32725, 1.99006, 1.14001], [3.98283, -2.00669, -1.37890], [4.72089, -0.55974, -0.67539], [4.35724, -0.58086, -2.37542], [-4.21076, 0.34349, 3.34289], [-3.52455, -1.25945, 3.65281], [-4.39338, -0.91018, 2.15519], [-3.17202, -6.51796, 2.58079], [-2.52301, -4.95296, 2.48471], [-2.40096, -4.33539, 1.24227], [-3.03425, -4.99028, -0.16762], [-1.68320, -3.03912, 1.17728], [-1.85727, -2.07378, -0.30027], [-1.42596, -2.29644, 2.47171], [-0.17701, -0.42764, 1.97820], [-1.74014, -2.97229, 3.76024], [-1.38210, -2.16419, 5.20013], [-2.16146, -4.29618, 3.72280], [-2.33268, -5.16475, 5.17088]],
  "multiplicity": 5,
  "e_above_lowest_ev": 0.9514,
  "orbital_gap_ev": [7.34, 5.44],
  "charge": 3,
  "total_energy_ha": -3975.65157
}


[3]
{
  "formula": "C14H12B2KO22",
  "method": "ωB97M-V with the def2-TZVPD basis set",
  "elements": ["K", "O", "C", "O", "B", "O", "C", "O", "O", "C", "O", "C", "O", "O", "O", "C", "O", "B", "O", "C", "O", "O", "C", "O", "C", "O", "O", "C", "O", "C", "O", "O", "C", "H", "H", "H", "H", "H", "H", "C", "O", "C", "O", "O", "C", "H", "H", "H", "H", "H", "H"],
  "positions_angstrom": [[-7.92305, -15.92174, -22.54998], [-13.43118, -16.83737, -30.94848], [-13.18781, -15.65608, -31.22843], [-13.65851, -14.93128, -32.26436], [-13.16465, -13.51291, -32.16561], [-12.17385, -13.54907, -31.07862], [-12.11073, -14.81399, -30.51190], [-11.45037, -15.17435, -29.50299], [-14.26003, -12.54972, -31.94445], [-14.40518, -11.79794, -33.08462], [-15.31011, -10.99255, -33.35752], [-13.17354, -12.09319, -34.06736], [-12.42493, -13.02994, -33.37598], [-12.83499, -11.48190, -35.07402], [-9.69113, -8.95970, -17.35634], [-9.39475, -8.30184, -18.30681], [-9.21161, -7.02563, -18.35234], [-9.09956, -6.51013, -19.73254], [-9.23313, -7.72531, -20.59208], [-9.49919, -8.79117, -19.80564], [-9.94228, -9.84809, -20.14745], [-10.02756, -5.46695, -20.23660], [-9.34106, -4.35430, -20.65020], [-9.80290, -3.34186, -21.22304], [-7.86882, -4.58729, -20.32411], [-7.78553, -5.84251, -19.78861], [-6.97237, -3.69445, -20.45190], [-8.59072, -22.71178, -23.86589], [-7.90568, -23.43756, -22.77084], [-6.90369, -22.97501, -22.10184], [-6.52856, -21.75847, -22.14065], [-6.42370, -23.85335, -21.30013], [-5.13301, -23.75542, -20.78985], [-9.53701, -22.30911, -23.50466], [-8.77822, -23.40551, -24.68544], [-7.97606, -21.86030, -24.15791], [-4.33145, -23.44508, -21.46013], [-4.75719, -24.69280, -20.37974], [-5.12540, -23.13774, -19.89179], [-2.93578, -17.92779, -17.61899], [-3.59698, -17.91306, -16.32846], [-4.80591, -17.24522, -16.23652], [-5.39936, -16.80231, -17.20420], [-5.23252, -17.18603, -14.90945], [-6.42141, -16.38000, -14.58895], [-3.27714, -17.00979, -18.09737], [-3.30080, -18.85674, -18.05706], [-1.86371, -17.90302, -17.42364], [-6.13862, -15.32734, -14.58235], [-6.66695, -16.63152, -13.55719], [-7.38010, -16.59239, -15.06213]],
  "multiplicity": 1,
  "orbital_gap_ev": 5.71,
  "charge": -1,
  "total_energy_ha": -2846.07146
}


[4]
{
  "formula": "C14H12Cl3N2O4ReSbSe4",
  "method": "ωB97M-V with the def2-TZVPD basis set",
  "elements": ["Re", "C", "C", "O", "C", "C", "C", "N", "N", "C", "O", "C", "C", "C", "C", "C", "C", "H", "H", "H", "H", "H", "H", "H", "H", "H", "H", "H", "H", "Se", "Sb", "Se", "Se", "Se", "Cl", "C", "Cl", "Cl", "C", "O", "O"],
  "positions_angstrom": [[-0.99361, -0.30695, 0.60966], [-0.26207, 0.17002, 4.84965], [0.08003, 0.26585, 3.38553], [-0.86492, -0.08309, 2.58481], [1.37227, 0.65788, 2.90611], [1.73300, 0.80806, 1.57703], [3.16485, 1.24958, 1.20610], [0.85748, 0.49784, 0.59130], [1.22808, 0.80963, -0.69204], [0.16993, 0.94474, -1.46831], [-1.04532, 0.80805, -0.94956], [0.24342, 1.19412, -2.88553], [1.46408, 1.14877, -3.48715], [1.58929, 1.35823, -4.84423], [0.46298, 1.48884, -5.62371], [-0.81405, 1.39647, -5.00617], [-0.95864, 1.18842, -3.66987], [-0.79415, -0.72158, 5.12578], [-0.79646, 1.07385, 5.15366], [0.68029, 0.19425, 5.41825], [2.18732, 0.88474, 3.65465], [3.79104, 1.21873, 2.10410], [3.21925, 2.24301, 0.71481], [3.54733, 0.57091, 0.45503], [2.31183, 1.09308, -2.82218], [2.53802, 1.33940, -5.34643], [0.51477, 1.57499, -6.71216], [-1.67789, 1.52061, -5.60700], [-1.95428, 1.16128, -3.26249], [2.01850, -3.60487, 2.38831], [2.88927, -5.39460, 1.13539], [1.97600, -2.32848, -0.71960], [-0.26077, -2.41463, 0.01644], [1.98175, -4.62312, -1.15881], [-4.78687, -2.60342, 2.72608], [-4.79216, -1.19844, 1.65264], [-5.75837, -1.33214, 0.20667], [-5.37149, 0.20843, 2.57183], [-3.38194, -0.90470, 1.19079], [-2.45812, -1.73855, 1.31978], [-3.04966, 0.18478, 0.71082]],
  "multiplicity": 1,
  "orbital_gap_ev": [6.33, 6.33],
  "charge": 1,
  "total_energy_ha": -12255.81284
}


[5]
{
  "formula": "C14H12F3N4O8S",
  "method": "ωB97M-V with the def2-TZVPD basis set",
  "elements": ["C", "C", "C", "C", "C", "O", "N", "C", "C", "S", "O", "O", "C", "F", "F", "F", "C", "C", "N", "O", "O", "C", "N", "O", "N", "O", "C", "C", "O", "C", "H", "H", "H", "H", "H", "H", "H", "H", "H", "H", "H", "H"],
  "positions_angstrom": [[-4.78727, -0.43608, -0.63211], [-3.36394, -0.45365, -0.01826], [-3.52772, -0.43146, 1.50320], [-2.53631, -1.67062, -0.46718], [-1.07506, -1.72454, -0.02661], [-0.53270, -2.79233, 0.26351], [-0.36736, -0.49875, 0.01738], [1.12808, -0.52611, 0.37107], [2.00557, 0.15272, -0.75137], [2.41417, -0.71921, -2.25213], [2.25635, 0.25862, -3.30352], [1.71449, -1.98314, -2.24736], [4.31299, -1.18071, -2.28765], [4.59996, -1.79485, -3.44139], [5.05283, -0.05167, -2.17494], [4.59331, -2.00348, -1.25038], [2.51225, 1.42018, -0.63256], [2.62583, 2.08297, 0.61961], [2.86071, 3.51313, 0.68152], [2.90459, 4.11553, 1.77674], [2.99196, 4.11475, -0.41180], [2.28374, 1.29402, 1.75982], [2.32113, 1.69183, 3.08737], [1.99363, 0.60172, 3.78345], [1.68920, -0.52889, 2.90389], [1.49522, -1.62984, 3.41350], [1.72288, 0.01505, 1.64480], [-1.00700, 0.72300, -0.16463], [-0.40167, 1.79789, -0.09294], [-2.49569, 0.72553, -0.49828], [-4.79180, -0.44270, -1.72931], [-5.38093, -1.30382, -0.30001], [-5.35717, 0.45189, -0.31252], [-2.53782, -0.43812, 1.97792], [-4.07845, 0.47076, 1.81030], [-4.10175, -1.31194, 1.83108], [-3.00380, -2.56940, -0.05995], [-2.57869, -1.69443, -1.57049], [1.13634, -1.62615, 0.36433], [2.80608, 1.96945, -1.51884], [-2.59158, 0.76881, -1.59642], [-2.90461, 1.64406, -0.06882]],
  "multiplicity": 1,
  "smiles": "CC1(C)CC(=O)N([C@H]2C(S(=O)(=O)C(F)(F)F)=CC(=[N+]([O-])[O-])c3no[n+]([O-])c32)C(=O)C1",
  "orbital_gap_ev": 7.09,
  "charge": -1,
  "total_energy_ha": -2059.26370
}


[6]
{
  "formula": "C14H12F5N3OOsS2Te",
  "method": "ωB97M-V with the def2-TZVPD basis set",
  "elements": ["Os", "S", "C", "C", "N", "C", "C", "N", "C", "S", "H", "H", "H", "H", "H", "H", "H", "H", "F", "Te", "F", "F", "F", "F", "O", "N", "C", "C", "C", "C", "C", "C", "C", "C", "C", "H", "H", "H", "H"],
  "positions_angstrom": [[-0.84559, 0.95116, 1.61186], [0.09291, 0.49016, 4.61406], [-0.17469, -0.16004, 3.21826], [-2.04699, -2.77454, 0.94776], [-2.83599, -2.31264, -0.15684], [-3.22589, -3.18944, -1.25294], [-4.06479, -2.27604, -2.16674], [-4.09089, -1.03174, -1.41514], [-3.37299, -1.10874, -0.29734], [-3.28299, 0.16506, 0.83946], [-2.67979, -3.19964, 1.73056], [-1.47519, -1.93774, 1.37056], [-1.35739, -3.53834, 0.59386], [-3.80429, -4.03394, -0.86754], [-2.33659, -3.57924, -1.75324], [-5.08079, -2.65124, -2.31544], [-3.60329, -2.12444, -3.14744], [-4.58119, -0.20844, -1.72164], [-1.67629, 2.55116, -0.10254], [-2.05139, 3.60976, 1.56016], [-0.08729, 3.55006, 1.67586], [-2.24159, 4.97496, 2.83446], [-3.82219, 3.71676, 0.89176], [-1.67859, 5.01696, 0.36536], [-2.24009, 2.23016, 2.63876], [8.29251, 0.97876, -1.55444], [7.18121, 0.82226, -1.32584], [5.80681, 0.63226, -1.04694], [5.39751, -0.45004, -0.25354], [4.07121, -0.61084, 0.06626], [3.11611, 0.31716, -0.39674], [3.52741, 1.36836, -1.24144], [4.85551, 1.52626, -1.55824], [1.79881, 0.24276, 0.06036], [0.67481, 0.23056, 0.57176], [6.12891, -1.14974, 0.11996], [3.74201, -1.43574, 0.67876], [2.79341, 2.05646, -1.62844], [5.17771, 2.34166, -2.18754]],
  "multiplicity": 2,
  "e_above_lowest_ev": 4.1256,
  "orbital_gap_ev": [5.98, 6.17],
  "charge": 1,
  "total_energy_ha": -2434.14839
}


[7]
{
  "formula": "C14H12FeN2O3",
  "method": "ωB97M-V with the def2-TZVPD basis set",
  "elements": ["O", "C", "Fe", "C", "O", "C", "O", "C", "C", "C", "C", "C", "C", "C", "H", "H", "H", "H", "H", "H", "H", "C", "C", "N", "C", "C", "N", "H", "H", "H", "H", "H"],
  "positions_angstrom": [[2.81785, 2.15275, 1.35629], [1.85018, 1.51794, 1.24523], [0.55053, 0.34294, 1.17859], [1.86792, -0.81368, 1.09836], [2.81026, -1.48757, 1.18273], [0.68748, 0.28226, 2.94256], [0.81059, 0.19783, 4.11191], [-1.07605, -1.13921, 0.57849], [-2.01754, -0.35390, 1.23343], [-1.96899, 1.01645, 1.32051], [-0.91519, 1.80395, 0.83334], [-0.26781, 1.62307, -0.40705], [-0.20866, 0.46123, -1.14546], [-0.24884, -0.77274, -0.48684], [-1.12214, -2.21925, 0.76862], [-2.80237, -0.88116, 1.77198], [-2.74823, 1.50133, 1.90866], [-0.76731, 2.78786, 1.30084], [0.15437, 2.51333, -0.87925], [0.06912, 0.48921, -2.20718], [0.21270, -1.60608, -1.02114], [-2.33649, -5.09330, 0.09822], [-3.05396, -4.16665, -0.77022], [-4.03095, -4.56411, -1.63842], [-4.46254, -3.43613, -2.26294], [-3.72026, -2.33818, -1.75266], [-2.84749, -2.81310, -0.82428], [-1.59819, -4.56890, 0.69600], [-3.03556, -5.60020, 0.76119], [-1.83534, -5.85398, -0.49796], [-5.23995, -3.39548, -3.01555], [-3.81856, -1.30211, -2.04021]],
  "multiplicity": 5,
  "orbital_gap_ev": [6.27, 6.01],
  "total_energy_ha": -2139.39756
}


[8]
{
  "formula": "C14H12LaN2S",
  "method": "ωB97M-V with the def2-TZVPD basis set",
  "elements": ["C", "C", "C", "C", "C", "C", "C", "C", "C", "C", "N", "S", "N", "C", "C", "C", "C", "H", "H", "H", "H", "H", "H", "H", "H", "H", "H", "H", "H", "La"],
  "positions_angstrom": [[2.90094, -1.51061, 0.12087], [2.98085, -0.47265, 1.18638], [2.25690, 0.77620, 0.95946], [1.49210, 1.05600, -0.29895], [0.79191, 2.44603, -0.43613], [-0.73710, 2.42323, 0.00395], [-1.31867, 0.98644, -0.16354], [-1.95964, 0.61396, -1.47451], [-2.46286, -0.75877, -1.59773], [-2.31005, -1.69173, -0.42721], [-2.70599, -3.03329, -0.41649], [-2.30495, -3.67661, 1.04740], [-1.60811, -2.35382, 1.92883], [-1.68131, -1.33533, 0.91442], [-1.20021, 0.06129, 0.99733], [1.49874, -0.00921, -1.32213], [2.17212, -1.31300, -1.14289], [3.42425, -2.48222, 0.29267], [3.57276, -0.65114, 2.11655], [2.29687, 1.56743, 1.75599], [0.93012, 2.79596, -1.49242], [1.32061, 3.16639, 0.24020], [-0.80869, 2.82154, 1.05303], [-1.28540, 3.10812, -0.70878], [-2.05147, 1.33560, -2.32582], [-2.93217, -1.10946, -2.54823], [-0.74053, 0.40007, 1.96207], [0.95864, 0.19785, -2.28383], [2.14484, -2.11693, -1.92110], [-2.63454, -1.24134, 3.98060]],
  "multiplicity": 1,
  "orbital_gap_ev": 2.78,
  "charge": 3,
  "total_energy_ha": -1078.65585
}